DFT (ωB97M-V with the def2-TZVPD basis set) results for a structure of composition C4H8N2S.

```
15
Properties=species:S:1:pos:R:3:mulliken_charge:R:1
N -0.85457 -1.12589 1.29424 0.576
H 1.08417 1.58958 1.34441 0.380
H 0.47814 2.97733 -1.24994 0.328
C -1.28932 -3.03493 -0.36828 -0.861
S -0.86046 1.06651 0.40690 -0.147
H -0.46875 -3.35301 -0.98008 0.261
C 1.26460 2.63836 -0.57928 -1.126
H -2.08805 -2.48575 -0.97811 0.212
N -0.67258 -0.00183 1.76247 -0.893
H 1.60316 3.43030 -0.10391 0.342
C 0.96405 1.48388 0.27392 -0.332
H -1.79345 -4.00989 0.03407 0.288
C -0.82744 -2.00221 0.52131 0.407
H 1.97888 2.29935 -1.34950 0.292
H 1.48160 0.52821 -0.02821 0.273
```

- Energy above the lowest of the compared OMol25 structures with the same formula, charge and spin: 114.7 kcal/mol
- HOMO energy: -7.90 eV
- DFT total energy: -664.75003 Eh
- Kohn-Sham gap: 8.569 eV